Model a:
Density functional theory data (ωB97M-V/def2-TZVPD) for one molecule with the formula C7H14O.

XYZ file:
```
22
Properties=species:S:1:pos:R:3:lowdin_charge:R:1
O -0.45480 1.21271 -1.36288 -0.01
C 0.91391 -0.99591 -1.98065 -0.09
C 0.87314 1.97692 0.48590 0.00
C -0.21423 -0.22632 1.94937 0.05
C -1.82984 -0.91946 0.17793 -0.07
C 0.20676 0.81289 -0.30265 -0.59
C -0.97888 0.15363 0.79744 -0.34
C 1.21573 -0.31749 -0.62495 -0.17
H 2.28885 -0.07978 -0.75485 0.12
H -0.12245 -1.37264 -1.99940 0.06
H -0.19938 -1.33570 2.07189 0.10
H -1.28793 -1.68663 -0.38253 0.07
H 0.71110 1.48470 1.48746 0.06
H 0.68171 -0.28737 -2.76223 0.06
H 0.41051 2.95420 0.40541 0.09
H -1.61360 1.01898 1.06293 0.15
H -2.40037 -1.47270 0.93367 0.08
H 1.16884 -0.88849 0.32419 0.09
H -0.54373 0.13307 2.92237 0.09
H 1.75235 -1.58965 -2.32850 0.07
H 1.95413 1.97015 0.45666 0.08
H -2.53182 -0.54510 -0.57659 0.10
```

Output
orbital gap	6.73	eV
molar mass	114.2	g/mol
HOMO energy	-8.80	eV
charge	0

Model b:
Density functional theory data (ωB97M-V/def2-TZVPD) for a 2-piece molecular cluster, C7H14O overall.

XYZ file:
```
22
Properties=species:S:1:pos:R:3:lowdin_charge:R:1
O 1.92739 1.10226 2.22439 -0.04
C -0.64099 0.40467 -0.12117 -0.35
C 1.70736 -0.37545 -0.30982 -0.20
C -1.51308 1.39534 -0.81339 -0.05
C 2.84195 -0.42114 -1.12333 0.04
C -1.21816 -0.51164 0.78971 -0.22
C -1.95719 -1.56562 -0.04638 -0.09
C 0.67856 0.55066 -0.36676 -0.16
H 3.51236 -1.19317 -0.93303 0.01
H 1.42287 0.26486 2.12553 0.03
H -2.52986 1.38430 -0.44643 0.08
H -1.39022 -2.49093 -0.24259 0.08
H -2.77691 -2.14816 0.46403 0.08
H -0.28443 -1.01063 1.21617 0.12
H -1.50936 1.17248 -1.83315 0.06
H 0.94310 1.56622 -0.75881 0.14
H 1.35684 1.66007 1.73341 0.00
H -0.98752 2.38295 -0.69485 0.10
H -2.37238 -1.03740 -0.90123 0.07
H 1.55697 -1.21196 0.38471 0.10
H -1.94290 -0.26578 1.51482 0.11
H 3.17561 0.34806 -1.86185 0.07
```

Output
orbital gap	8.75	eV
molar mass	114.2	g/mol
HOMO energy	-8.12	eV
charge	0

Model c:
Density functional theory data (ωB97M-V/def2-TZVPD) for one molecule with the formula C7H14O.

XYZ file:
```
22
Properties=species:S:1:pos:R:3:lowdin_charge:R:1
O -1.52658 -1.45495 -2.32985 -0.07
C -1.06608 -0.21576 -1.81192 -0.26
C 0.94273 1.06669 0.26073 -0.23
C 0.12031 -0.16899 2.31060 -0.20
C -0.97803 0.09234 2.99479 0.00
C 1.17997 -0.12824 -0.66257 -0.23
C 1.05407 0.87383 1.77198 -0.22
C 0.45107 -0.02695 -1.99193 -0.18
H 1.52565 1.94857 -0.04186 0.11
H 0.89803 1.83374 2.26378 0.11
H -1.72929 -0.59702 3.33964 0.05
H -1.32380 -1.49796 -3.26713 0.08
H -1.59410 0.62104 -2.27251 0.11
H -0.05264 1.49427 0.06599 0.11
H 0.65491 0.95937 -2.41267 0.11
H 0.37873 -1.17758 2.02922 0.09
H -1.25912 1.12204 3.20792 0.06
H 0.81703 -0.83040 -2.64047 0.11
H 2.08378 0.57712 2.03423 0.12
H 0.91050 -1.03146 -0.08558 0.11
H -1.26128 -0.26438 -0.74723 0.11
H 2.25839 -0.29555 -0.70938 0.11
```

Output
orbital gap	10.73	eV
molar mass	114.2	g/mol
HOMO energy	-9.72	eV
charge	0

Model d:
Density functional theory data (ωB97M-V/def2-TZVPD) for one molecule with the formula C7H14O.

XYZ file:
```
22
Properties=species:S:1:pos:R:3:lowdin_charge:R:1
O 2.91599 0.67486 2.01873 -0.09
C -2.09834 0.45732 -0.61355 -0.16
C -0.30928 -0.70319 -2.02397 -0.04
C 1.00241 0.24044 1.00562 -0.17
C 2.11474 -0.47024 1.68955 -0.28
C -2.79861 0.86873 -1.89451 -0.13
C -1.00396 -0.31540 -0.63287 -0.30
C -0.16535 -0.82727 0.52313 -0.16
H 0.44877 0.95405 1.60681 0.11
H 3.44609 0.69935 1.20487 0.08
H 0.10149 -1.86471 0.47730 0.09
H -3.68056 0.20954 -1.80605 0.07
H -2.67263 0.72614 0.38170 0.14
H 1.71321 -0.70472 2.69373 0.13
H 1.39221 0.85840 0.10152 0.14
H -0.20534 0.33592 -2.32187 0.07
H 2.56447 -1.35026 1.20435 0.13
H -2.33073 0.53358 -2.87427 0.08
H -3.35037 1.88917 -1.86506 0.10
H -0.99127 -1.19271 -2.63997 0.04
H -0.88008 -0.83317 1.34667 0.09
H 0.66712 -1.16182 -1.97995 0.07
```

Output
orbital gap	9.53	eV
molar mass	114.2	g/mol
HOMO energy	-8.60	eV
charge	0

We find model c to be the most stable, with the next structure 36.4 kcal/mol higher.